C5H9FO in the gas phase at a distorted geometry, computed with ωB97M-V/def2-TZVPD.

Last columns: bonded neighbours and bond lengths (Å).
Atoms and positions in Å:
1 C -0.60 -2.22 0.19  O2 1.415, H8 1.103, H9 1.107, H10 1.111
2 O -0.88 -1.53 -1.01  C1 1.415, C3 1.336
3 C -0.46 -0.27 -1.12  O2 1.336, C4 1.372, H11 1.099
4 C 0.05 0.68 -0.28  C3 1.372, C5 1.514, C6 1.489
5 C 0.72 1.94 -0.79  C4 1.514, H12 1.112, H13 1.109, H14 1.093
6 C 0.10 0.58 1.21  C4 1.489, F7 1.417, H15 1.105, H16 1.117
7 F 1.27 -0.09 1.64  C6 1.417
8 H 0.46 -2.22 0.48  C1 1.103
9 H -1.21 -1.89 1.06  C1 1.107
10 H -0.90 -3.28 0.09  C1 1.111
11 H -0.67 0.00 -2.17  C3 1.099
12 H 1.80 1.95 -0.50  C5 1.112
13 H 0.25 2.82 -0.31  C5 1.109
14 H 0.62 2.01 -1.87  C5 1.093
15 H 0.18 1.56 1.71  C6 1.105
16 H -0.71 -0.04 1.67  C6 1.117

Calculated values
HOMO-LUMO gap   9.606 eV
Calculated total energy   -370.95938 Eh
Strongest force on any atom   2.127 eV Å⁻¹
Relative energy (zero: lowest compared OMol25 entry of this formula, charge and spin)   34.0 kcal per mole
Multiplicity   1
SMILES   CO/C=C(/C)CF
HOMO level   -8.6713 eV
M   104.12 Da